(1)
Below is a 2-piece molecular cluster, C4H11NO overall at a distorted geometry, with properties calculated with ωB97M-V with the def2-TZVPD basis set.

Results
* ΔE to the lowest compared entry with this formula, charge and spin: 25.61 kcal per mole
* orbital gap: 10.45 eV
* charge: 0
* structure (SMILES): CC(N)=O.CC
* HOMO energy: -9.61 eV

The geometry in XYZ format:
```
17
Properties=species:S:1:pos:R:3:mulliken_charge:R:1
O -0.909 -2.421 1.804 -0.56
N 1.033 -1.548 2.465 -0.37
C 0.403 -1.915 0.005 -0.53
C -0.262 1.590 -0.805 -0.66
C -0.926 2.520 -1.750 -1.02
C 0.132 -1.933 1.547 0.61
H 0.570 1.120 -1.300 0.27
H 1.882 -1.082 2.304 0.17
H -0.943 0.715 -0.700 0.22
H -0.731 2.366 -2.739 0.35
H 0.026 2.010 0.178 0.28
H 1.447 -2.295 -0.283 0.33
H -0.711 3.533 -1.484 0.30
H 0.844 -1.705 3.410 0.21
H -0.364 -2.513 -0.642 0.23
H -2.046 2.449 -1.610 0.24
H 0.554 -0.891 -0.399 -0.08
```



(2)
Below is a 2-piece molecular cluster, C10H16 overall at a distorted geometry, with properties calculated with ωB97M-V with the def2-TZVPD basis set.

Results
* ΔE to the lowest compared entry with this formula, charge and spin: 22.65 kcal per mole
* orbital gap: 10.09 eV
* charge: 0
* structure (SMILES): Cc1ccccc1.CCC
* HOMO energy: -9.06 eV

The geometry in XYZ format:
```
26
Properties=species:S:1:pos:R:3:mulliken_charge:R:1
C 2.217 -2.298 -1.415 -1.00
C -1.580 -1.034 -0.134 -0.45
C -2.654 -0.652 0.640 -0.43
C -0.513 -0.149 -0.334 0.02
C 2.876 -1.033 -1.887 -0.16
C -2.633 0.606 1.260 -0.53
C -1.391 2.693 1.927 -1.43
C -0.474 1.067 0.293 -0.61
C 3.810 -0.338 -0.876 -1.04
C -1.582 1.446 1.070 0.81
H 2.862 -3.019 -0.958 0.39
H -1.495 -2.060 -0.555 0.34
H -1.893 3.588 1.547 0.32
H 3.510 -1.265 -2.753 0.33
H 3.129 0.167 -0.177 0.22
H -0.394 3.084 2.125 0.35
H 1.311 -2.090 -0.857 0.17
H 0.304 -0.389 -0.999 0.21
H 4.478 0.332 -1.417 0.31
H 1.700 -2.781 -2.259 0.29
H 2.108 -0.299 -2.170 0.22
H 4.517 -0.895 -0.255 0.33
H -3.466 -1.353 0.878 0.33
H 0.258 1.860 0.140 0.32
H -1.941 2.576 2.867 0.34
H -3.567 0.938 1.707 0.35
```



(3)
Below is C19H28BF4O2Sc as an isolated structure at a distorted geometry, with properties calculated with ωB97M-V with the def2-TZVPD basis set.

Results
* ΔE to the lowest compared entry with this formula, charge and spin: 40.68 kcal per mole
* orbital gap: 7.98 eV
* charge: 0
* HOMO energy: -7.53 eV

The geometry in XYZ format:
```
55
Properties=species:S:1:pos:R:3:mulliken_charge:R:1
Sc -0.026 0.364 -0.815 0.84
F -3.814 0.430 0.880 -0.22
F -2.001 1.282 2.090 -0.26
F -1.859 0.852 -0.625 -0.63
F -3.258 2.654 0.726 -0.22
O -0.123 0.794 -5.079 -0.26
O 1.005 -1.195 -3.446 -0.02
C 2.024 1.581 -1.009 -0.44
C 0.446 -1.224 1.409 -0.92
C 0.241 1.231 -6.441 -0.58
C -1.264 -2.076 0.123 -1.01
C 1.990 1.001 0.293 -0.32
C 3.181 -0.288 -4.354 -1.51
C -1.559 0.955 -5.105 -0.41
C -2.101 1.033 -6.554 -0.66
C 2.379 -1.475 -3.844 1.47
C 0.854 1.526 0.985 -0.58
C 0.202 2.461 0.122 -0.49
C -0.969 -1.258 1.252 -0.53
C 1.778 -2.262 -5.054 -0.70
C 3.031 -2.304 -2.732 -1.31
C 1.030 -1.963 0.340 -0.49
C 0.500 -2.326 -4.221 -0.56
C -0.034 -2.530 -0.430 -0.43
C 0.945 2.525 -1.101 -0.66
C -0.869 0.870 -7.454 -0.55
B -2.934 1.410 1.103 0.60
H -2.267 -2.328 -0.216 0.44
H 0.342 -3.245 -3.634 0.23
H -2.843 0.254 -6.742 0.29
H -2.562 2.015 -6.719 0.31
H -0.408 -2.008 -4.705 0.30
H 0.537 1.295 2.003 0.57
H -0.781 -0.170 -7.804 0.25
H 1.633 -1.547 -5.889 0.19
H 3.539 -0.593 -5.361 0.41
H -0.693 3.032 0.367 0.49
H 2.558 0.632 -4.401 0.13
H 2.342 -3.133 -5.329 0.38
H -2.041 0.145 -4.555 0.31
H 0.238 2.335 -6.550 0.32
H 2.089 -2.185 0.229 0.64
H -1.696 -0.827 1.934 0.70
H 2.727 0.288 0.669 0.51
H 2.467 -3.243 -2.663 0.39
H 0.968 -0.832 2.280 0.61
H 2.995 -1.810 -1.748 -0.01
H -0.765 1.559 -8.307 0.33
H 2.775 1.366 -1.766 0.55
H 4.086 -2.507 -2.949 0.43
H 0.786 3.237 -1.910 0.53
H 4.078 -0.139 -3.717 0.38
H -1.780 1.903 -4.604 0.25
H 1.235 0.819 -6.673 0.38
H 0.084 -3.290 -1.198 0.54
```



(4)
Below is C24H26CsN6O9S as an isolated structure at a distorted geometry, with properties calculated with ωB97M-V with the def2-TZVPD basis set.

Results
* ΔE to the lowest compared entry with this formula, charge and spin: 36.98 kcal per mole
* orbital gap: 7.94 eV
* charge: -1
* HOMO energy: -6.02 eV

The geometry in XYZ format:
```
67
Properties=species:S:1:pos:R:3:mulliken_charge:R:1
Cs -0.290 0.671 -0.264 1.45
S 1.228 3.284 -0.147 0.98
O 0.495 -4.658 -5.372 -0.67
O 2.637 3.135 -0.460 -0.73
O 1.164 -2.988 -4.205 -0.61
O 0.343 3.072 -1.290 -0.74
O -1.648 -1.282 -0.534 -0.71
O -1.949 2.836 3.636 -0.48
O 0.787 2.502 1.005 -0.77
O -0.703 1.344 4.542 -0.46
O -3.842 -1.619 -0.783 -0.83
N 0.333 -3.825 -4.493 1.09
N -4.153 3.233 2.116 -0.35
N -2.914 2.081 -0.180 -0.18
N 3.322 -0.488 -0.144 -0.10
N -1.650 1.524 3.839 0.24
N 1.508 -2.509 -0.038 -0.12
C -4.682 1.995 1.538 -1.02
C 5.566 -3.418 -0.106 -0.95
C 3.769 -1.745 -0.112 -0.04
C 4.178 0.501 -0.135 -0.30
C -3.638 4.096 1.056 -0.96
C 6.054 -0.983 -0.053 -0.68
C -2.351 -2.880 -2.119 0.36
C -3.535 1.257 0.835 0.03
C -1.142 -2.871 -2.798 0.11
C -3.295 -3.856 -2.415 -0.45
C -2.651 -1.816 -1.041 0.04
C -2.494 3.360 0.343 -0.22
C 5.567 0.299 -0.073 -0.94
C 0.960 -4.829 -0.110 -0.92
C 2.805 -2.819 -0.105 -0.03
C 5.150 -2.058 -0.088 1.25
C 1.039 5.037 0.342 -1.02
C 2.288 -5.171 -0.172 -0.69
C -1.848 -4.811 -4.067 -0.52
C 3.264 -4.159 -0.151 1.25
C 0.622 -3.470 -0.028 -0.57
C 4.663 -4.427 -0.155 -0.96
C -0.900 -3.835 -3.768 -0.25
C -3.050 -4.815 -3.388 -0.58
H -3.904 0.332 0.382 0.05
H -5.482 2.214 0.807 0.40
H -3.273 5.027 1.498 0.40
H 4.990 -5.458 -0.183 0.36
H -1.618 -5.545 -4.824 0.49
H 7.118 -1.186 -0.016 0.39
H -3.544 2.206 -0.967 0.32
H -2.773 0.995 1.573 0.18
H -2.755 2.880 3.021 0.58
H 2.599 -6.207 -0.226 0.40
H -0.398 -2.121 -2.581 0.52
H -0.410 -3.161 0.043 0.78
H -2.109 3.980 -0.469 0.40
H -3.804 -5.552 -3.625 0.37
H -4.232 -3.835 -1.874 0.45
H -5.096 1.378 2.340 0.40
H 1.499 5.138 1.315 0.30
H 6.232 1.148 -0.048 0.44
H -1.675 3.185 1.043 0.07
H 0.186 -5.584 -0.119 0.44
H 6.627 -3.630 -0.089 0.34
H -0.009 5.294 0.375 0.24
H -4.428 4.340 0.322 0.39
H 1.562 5.625 -0.400 0.36
H 3.760 1.499 -0.186 0.76
H -4.878 3.718 2.640 0.22
```



(5)
Below is a single C4H7ClN2 molecule at a distorted geometry, with properties calculated with ωB97M-V with the def2-TZVPD basis set.

Results
* ΔE to the lowest compared entry with this formula, charge and spin: 110.45 kcal per mole
* orbital gap: 9.36 eV
* charge: 0
* HOMO energy: -8.49 eV

The geometry in XYZ format:
```
14
Properties=species:S:1:pos:R:3:mulliken_charge:R:1
Cl 2.627 -0.997 0.137 -0.19
N -2.164 -0.689 -0.176 0.38
N -1.223 -0.186 -0.755 -0.65
C 1.133 -0.062 0.334 0.35
C 0.113 -0.694 -0.640 -1.01
C 1.312 1.496 0.153 -0.98
C -3.135 -0.917 0.415 -0.27
H 0.019 -1.681 -0.262 0.55
H 0.697 -0.710 -1.621 0.34
H 0.770 -0.135 1.449 0.27
H 2.429 1.647 -0.014 0.28
H 0.960 2.047 0.922 0.31
H 0.568 1.705 -0.697 0.25
H -4.106 -0.825 0.754 0.38
```



(6)
Below is a single C6H9NO2 molecule at a distorted geometry, with properties calculated with ωB97M-V with the def2-TZVPD basis set.

Results
* ΔE to the lowest compared entry with this formula, charge and spin: 195.14 kcal per mole
* orbital gap: 10.47 eV
* charge: 0
* structure (SMILES): C[C@H]1CON=C[C@H]2O[C@@H]12
* HOMO energy: -9.67 eV

The geometry in XYZ format:
```
18
Properties=species:S:1:pos:R:3:mulliken_charge:R:1
O 0.834 1.276 0.787 -0.25
O -1.292 0.079 -1.128 -0.45
N -0.328 2.117 0.822 -0.29
C -0.572 -0.895 -0.326 -0.30
C 0.761 -0.901 -0.022 0.44
C -1.580 -0.009 0.199 -0.05
C -1.307 1.420 0.883 -0.18
C 1.261 -0.338 -1.534 -1.36
C 0.957 0.028 1.174 -0.91
H 0.756 0.550 -1.882 0.40
H 0.953 -0.952 -2.279 0.55
H 0.269 -0.359 1.886 0.45
H -1.169 -1.787 -0.433 0.43
H -2.338 2.128 0.588 0.29
H 2.006 -0.222 1.450 0.44
H -2.575 -0.235 0.903 0.24
H 2.421 0.049 -1.353 0.26
H 0.942 -1.949 0.261 0.28
```



Question: Which value of charge does entry 5 give?
Answer: 0



Question: Which of these has the highest ΔE to the lowest compared entry with this formula, charge and spin?
Answer: C6H9NO2



Question: HOMO energy of number 2 (C10H16)?
Answer: -9.06 eV